Record 1
C23H22N3OsSi as an isolated structure. Source: OMol25; level of theory: the ωB97M-V functional and the def2-TZVPD basis.

CARTESIAN COORDINATES (ANGSTROEM)
Os (0.461, 0.917, 0.128)
C (-0.435, -1.872, 3.485)
C (0.630, -2.750, 3.395)
C (1.575, -2.565, 2.392)
C (1.428, -1.516, 1.506)
N (0.375, -0.655, 1.593)
C (-0.529, -0.837, 2.570)
C (2.394, -1.215, 0.433)
C (3.562, -1.901, 0.156)
C (4.372, -1.444, -0.876)
C (4.026, -0.314, -1.612)
C (2.855, 0.347, -1.303)
N (2.071, -0.130, -0.305)
C (2.336, 1.569, -1.969)
C (2.984, 2.212, -2.998)
C (2.409, 3.353, -3.557)
C (1.196, 3.810, -3.077)
C (0.587, 3.118, -2.045)
N (1.142, 2.029, -1.490)
H (-1.190, -1.974, 4.252)
H (0.735, -3.566, 4.098)
H (2.421, -3.232, 2.316)
H (-1.347, -0.129, 2.610)
H (3.851, -2.769, 0.730)
H (5.290, -1.969, -1.106)
H (4.670, 0.033, -2.405)
H (3.930, 1.847, -3.372)
H (2.912, 3.871, -4.364)
H (0.716, 4.686, -3.489)
H (-0.366, 3.433, -1.640)
C (0.148, 2.095, 1.655)
Si (-1.343, -0.431, -0.490)
C (-0.908, -1.819, -1.622)
C (-3.021, -0.304, 0.122)
C (-3.920, -1.315, -0.286)
C (-5.238, -1.282, 0.126)
C (-5.679, -0.247, 0.943)
C (-4.809, 0.764, 1.353)
C (-3.492, 0.738, 0.947)
H (-0.136, 1.763, 2.649)
H (-0.768, 2.397, 1.044)
H (0.868, 2.919, 1.660)
H (-1.006, -2.758, -1.066)
H (0.101, -1.754, -2.027)
H (-1.616, -1.858, -2.453)
H (-3.592, -2.126, -0.925)
H (-5.924, -2.056, -0.189)
H (-6.714, -0.220, 1.260)
H (-5.171, 1.567, 1.979)
H (-2.838, 1.541, 1.262)

The value obtained for the energy above the lowest of the compared OMol25 structures with the same formula, charge and spin is 0.060 eV. Its multiplicity is 1. As for the net charge: +3. As for the LUMO energy: -11.23 eV. The HOMO-LUMO gap is 6.69 eV.

Record 2
C23H22N6NiO3S as an isolated structure. Source: OMol25; level of theory: the ωB97M-V functional and the def2-TZVPD basis.

CARTESIAN COORDINATES (ANGSTROEM)
Ni (0.054, -0.451, 0.582)
C (-2.567, 2.632, 2.074)
C (-1.687, 1.950, 1.076)
N (-0.464, 1.628, 1.265)
N (-0.006, 1.816, 2.590)
C (-0.121, 0.686, 3.365)
N (0.521, 0.749, 4.542)
S (-1.044, -0.625, 2.895)
C (-2.223, 1.589, -0.269)
C (-3.467, 2.011, -0.719)
C (-3.882, 1.628, -1.988)
C (-3.044, 0.846, -2.760)
C (-1.815, 0.473, -2.230)
N (-1.417, 0.830, -1.018)
H (-2.330, 2.310, 3.083)
H (-3.616, 2.427, 1.885)
H (-2.405, 3.711, 2.019)
H (0.944, 2.182, 2.582)
H (1.290, 1.402, 4.611)
H (0.599, -0.118, 5.046)
H (-4.109, 2.629, -0.110)
H (-4.849, 1.939, -2.358)
H (-3.326, 0.521, -3.752)
H (-1.122, -0.146, -2.789)
C (3.713, 0.485, 3.749)
O (3.076, 1.640, 3.193)
C (3.247, 1.721, 1.811)
C (4.054, 2.720, 1.311)
C (4.256, 2.840, -0.060)
C (3.639, 1.934, -0.900)
C (2.794, 0.934, -0.415)
C (2.195, 0.006, -1.361)
N (1.178, -0.689, -1.035)
N (0.678, -1.612, -1.928)
C (-0.310, -2.276, -1.362)
O (-0.742, -2.096, -0.164)
C (-1.001, -3.297, -2.196)
C (-0.806, -3.353, -3.574)
C (-1.477, -4.298, -4.334)
C (-2.341, -5.198, -3.722)
C (-2.534, -5.147, -2.349)
C (-1.871, -4.195, -1.588)
C (2.559, 0.795, 0.983)
O (1.803, -0.112, 1.531)
H (3.699, 0.605, 4.832)
H (4.752, 0.436, 3.414)
H (3.191, -0.423, 3.447)
H (4.528, 3.392, 2.016)
H (4.894, 3.618, -0.456)
H (3.801, 1.992, -1.970)
H (2.634, -0.125, -2.350)
H (-0.116, -2.658, -4.033)
H (-1.323, -4.336, -5.405)
H (-2.861, -5.939, -4.317)
H (-3.204, -5.849, -1.871)
H (-2.019, -4.131, -0.519)

Its expectation value of S² is 2.006. Its multiplicity is 3. As for the LUMO energy (alpha / beta): -0.50 / -0.50 eV. The HOMO-LUMO gap (alpha / beta) is 6.71 / 6.72 eV.

Record 3
C23H23B2ClF7N4O10STi as an isolated structure. Source: OMol25; level of theory: the ωB97M-V functional and the def2-TZVPD basis.

CARTESIAN COORDINATES (ANGSTROEM)
Ti (0.631, 0.072, 0.167)
C (1.157, 4.332, -0.848)
C (0.718, 2.990, -0.380)
N (1.502, 1.979, -0.337)
O (2.764, 2.189, -0.713)
B (3.748, 1.042, -0.546)
F (3.875, 0.771, 0.815)
F (4.908, 1.478, -1.131)
O (3.304, -0.178, -1.273)
N (2.134, -0.636, -0.745)
C (2.072, -1.872, -0.224)
C (3.345, -2.593, 0.072)
C (0.809, -2.355, 0.118)
N (-0.328, -1.621, -0.394)
O (-1.051, -1.139, 0.778)
B (-2.373, -0.355, 0.781)
F (-3.339, -0.936, -0.009)
F (-2.748, -0.406, 2.122)
O (-2.210, 1.061, 0.355)
N (-0.935, 1.494, 0.280)
C (-0.706, 2.704, -0.077)
C (-1.768, 3.713, -0.335)
C (0.563, -3.473, 1.090)
H (2.224, 4.451, -0.676)
H (0.606, 5.121, -0.342)
H (0.981, 4.401, -1.925)
H (3.990, -1.949, 0.670)
H (3.861, -2.780, -0.871)
H (3.167, -3.536, 0.581)
H (-2.728, 3.342, 0.013)
H (-1.830, 3.907, -1.409)
H (-1.526, 4.647, 0.168)
H (1.351, -3.518, 1.841)
H (0.485, -4.447, 0.601)
H (-0.374, -3.285, 1.614)
O (-1.013, 0.970, 3.853)
C (-0.516, 2.188, 3.500)
C (-1.261, 3.358, 3.549)
C (-0.654, 4.569, 3.241)
C (0.691, 4.618, 2.900)
C (1.432, 3.443, 2.853)
C (0.827, 2.230, 3.134)
C (1.568, 0.925, 3.010)
O (2.337, 0.519, 3.840)
O (1.233, 0.244, 1.929)
H (-1.863, 0.777, 3.431)
H (-2.305, 3.314, 3.839)
H (-1.236, 5.481, 3.282)
H (1.162, 5.566, 2.673)
H (2.478, 3.456, 2.569)
F (-2.225, -0.140, -3.869)
C (-1.497, 0.974, -4.030)
F (-1.449, 1.248, -5.337)
F (-2.151, 1.978, -3.422)
S (0.197, 0.779, -3.335)
O (0.806, 2.060, -3.554)
O (0.730, -0.365, -4.024)
O (-0.150, 0.519, -1.930)
Cl (-2.367, -7.986, -0.730)
C (-2.022, -6.294, -0.973)
C (-0.980, -5.930, -1.807)
C (-0.713, -4.581, -1.989)
C (-1.470, -3.607, -1.348)
C (-1.103, -2.161, -1.519)
C (-2.524, -4.000, -0.529)
C (-2.801, -5.343, -0.333)
H (-0.391, -6.689, -2.302)
H (0.104, -4.277, -2.632)
H (-1.968, -1.523, -1.665)
H (-0.443, -2.031, -2.380)
H (-3.126, -3.246, -0.036)
H (-3.615, -5.654, 0.308)

The value obtained for the energy above the lowest of the compared OMol25 structures with the same formula, charge and spin is 0.074 eV. Its multiplicity is 1. As for the net charge: -1. As for the LUMO energy: 1.82 eV. The HOMO-LUMO gap is 7.57 eV.

Record 4
C23H23BN6O4S2Y as an isolated structure in a non-equilibrium geometry. Source: OMol25; level of theory: the ωB97M-V functional and the def2-TZVPD basis.

CARTESIAN COORDINATES (ANGSTROEM)
Y (0.402, 0.817, 0.224)
O (0.998, 0.002, -4.283)
C (0.733, -0.009, -2.999)
O (0.739, 0.992, -2.304)
C (0.372, -1.346, -2.456)
C (0.100, -2.445, -3.258)
C (-0.356, -3.601, -2.646)
C (-0.531, -3.613, -1.270)
C (-0.199, -2.475, -0.550)
N (0.258, -1.372, -1.135)
C (-0.314, -2.310, 0.932)
O (-0.899, -3.218, 1.670)
O (0.145, -1.317, 1.466)
H (1.216, 0.898, -4.579)
H (0.232, -2.380, -4.328)
H (-0.583, -4.479, -3.234)
H (-0.906, -4.506, -0.788)
H (-1.287, -3.949, 1.175)
C (0.489, 0.380, 4.425)
N (-0.876, 0.236, 3.961)
C (-1.779, -0.686, 4.431)
C (-2.931, -0.477, 3.756)
N (-2.747, 0.567, 2.882)
B (-3.997, 1.107, 2.080)
N (-3.593, 2.057, 0.918)
C (-4.001, 3.366, 0.845)
C (-3.563, 3.886, -0.322)
N (-2.886, 2.874, -0.972)
C (-2.226, 3.009, -2.250)
C (-2.898, 1.771, -0.183)
S (-2.196, 0.254, -0.608)
C (-1.478, 0.970, 2.987)
S (-0.694, 2.300, 2.189)
H (0.529, 0.148, 5.486)
H (0.813, 1.405, 4.267)
H (1.155, -0.295, 3.888)
H (-1.534, -1.386, 5.211)
H (-3.888, -0.962, 3.842)
H (-4.660, 1.753, 2.839)
H (-4.567, 0.149, 1.635)
H (-4.579, 3.818, 1.630)
H (-3.680, 4.862, -0.758)
H (-2.627, 3.884, -2.754)
H (-2.405, 2.125, -2.857)
H (-1.150, 3.141, -2.129)
C (2.647, 1.293, 0.472)
C (3.395, 0.359, -0.394)
C (3.664, -0.956, 0.023)
C (4.407, -1.822, -0.755)
C (4.894, -1.411, -1.996)
C (4.614, -0.118, -2.444)
C (3.871, 0.742, -1.659)
C (5.673, -2.304, -2.795)
N (6.296, -3.028, -3.434)
H (2.894, 2.330, 0.222)
H (2.917, 1.132, 1.521)
H (3.293, -1.286, 0.988)
H (4.626, -2.825, -0.409)
H (4.993, 0.203, -3.405)
H (3.665, 1.747, -2.010)

The value obtained for the energy above the lowest of the compared OMol25 structures with the same formula, charge and spin is 0.000 eV. Its multiplicity is 1. As for the net charge: +1. As for the LUMO energy: -4.35 eV. The HOMO-LUMO gap is 5.86 eV.

Record 5
C23H23CdN as an isolated structure in a non-equilibrium geometry. Source: OMol25; level of theory: the ωB97M-V functional and the def2-TZVPD basis.

CARTESIAN COORDINATES (ANGSTROEM)
C (-2.010, 2.143, -1.911)
C (0.993, 0.560, -2.105)
C (-1.064, 2.561, -0.817)
H (-2.434, 2.956, -2.505)
C (1.700, 1.284, -1.213)
H (1.271, -0.494, -2.252)
H (-1.568, 2.935, 0.091)
H (2.518, 0.820, -0.659)
C (0.148, 3.380, -1.136)
H (0.145, 4.260, -0.463)
H (0.095, 3.792, -2.154)
C (-1.439, 1.047, -2.855)
H (-1.982, 1.108, -3.807)
H (-1.671, 0.050, -2.431)
C (0.070, 1.126, -3.153)
H (0.354, 2.147, -3.438)
H (0.221, 0.514, -4.056)
C (1.567, 2.746, -0.960)
H (2.223, 3.317, -1.641)
H (1.937, 2.952, 0.059)
Cd (-0.835, 0.485, -0.023)
H (-2.869, 1.704, -1.368)
C (0.498, 2.638, 3.662)
C (0.778, 1.547, 4.475)
C (0.773, 0.267, 3.925)
C (0.457, 0.038, 2.547)
C (0.120, 1.154, 1.792)
C (0.192, 2.434, 2.295)
C (0.371, -1.320, 1.938)
C (0.569, -2.505, 2.685)
C (0.380, -3.738, 2.103)
C (0.009, -3.861, 0.758)
C (-0.285, -5.088, 0.126)
C (-0.699, -5.154, -1.192)
C (-0.813, -3.972, -1.941)
C (-0.521, -2.750, -1.361)
C (-0.141, -2.657, -0.003)
N (-0.001, -1.453, 0.640)
H (0.497, 3.646, 4.060)
H (0.993, 1.682, 5.531)
H (0.989, -0.591, 4.563)
H (-0.018, 3.301, 1.670)
H (0.833, -2.397, 3.729)
H (0.508, -4.633, 2.691)
H (-0.193, -5.997, 0.711)
H (-0.936, -6.106, -1.659)
H (-1.134, -4.036, -2.980)
H (-0.593, -1.843, -1.964)

The value obtained for the energy above the lowest of the compared OMol25 structures with the same formula, charge and spin is 0.000 eV. Its multiplicity is 1. As for the LUMO energy: -0.61 eV. The HOMO-LUMO gap is 5.48 eV.

Record 6
C23H23CrI2N7O4S5 as an isolated structure in a non-equilibrium geometry. Source: OMol25; level of theory: the ωB97M-V functional and the def2-TZVPD basis.

CARTESIAN COORDINATES (ANGSTROEM)
Cr (-0.623, 0.640, -0.559)
N (-3.352, 2.920, -0.755)
C (-2.754, 2.779, 0.452)
N (-1.678, 2.053, 0.643)
C (-1.299, 2.074, 1.974)
C (-2.069, 2.824, 2.790)
S (-3.348, 3.533, 1.885)
C (-0.074, 1.351, 2.273)
C (0.599, 1.249, 3.436)
S (2.098, 0.432, 3.183)
C (1.729, 0.278, 1.505)
N (0.549, 0.766, 1.173)
N (2.641, -0.172, 0.625)
H (-3.326, 2.037, -1.269)
H (-4.270, 3.339, -0.738)
H (-1.960, 3.005, 3.844)
H (0.325, 1.623, 4.405)
H (3.412, -0.716, 0.982)
H (2.286, -0.447, -0.288)
C (-2.474, -1.335, -3.308)
C (-1.898, 0.013, -3.554)
N (-1.163, 0.739, -2.750)
C (-0.889, 1.966, -3.309)
C (-1.418, 2.183, -4.539)
S (-2.271, 0.797, -5.031)
C (-0.021, 2.853, -2.559)
C (0.525, 4.014, -2.995)
S (1.561, 4.638, -1.804)
C (1.228, 3.315, -0.783)
N (0.368, 2.451, -1.291)
C (1.940, 3.277, 0.526)
H (-1.831, -1.936, -2.674)
H (-2.619, -1.856, -4.253)
H (-3.443, -1.227, -2.819)
H (-1.336, 3.059, -5.158)
H (0.378, 4.506, -3.940)
H (2.592, 4.146, 0.608)
H (2.562, 2.388, 0.592)
H (1.242, 3.298, 1.361)
C (3.506, -4.641, 3.547)
C (2.600, -3.997, 2.537)
C (2.885, -4.056, 1.172)
C (2.039, -3.478, 0.242)
C (0.903, -2.812, 0.681)
C (0.593, -2.743, 2.030)
C (1.442, -3.341, 2.948)
S (-0.156, -2.057, -0.511)
O (0.644, -0.986, -1.207)
O (-0.639, -3.116, -1.345)
N (-1.188, -1.126, 0.183)
C (-2.549, -1.460, 0.518)
C (-3.387, -0.298, -0.072)
O (-4.537, -0.110, 0.256)
O (-2.721, 0.438, -0.913)
H (4.411, -5.027, 3.081)
H (3.000, -5.472, 4.040)
H (3.794, -3.930, 4.321)
H (3.774, -4.574, 0.836)
H (2.258, -3.539, -0.816)
H (-0.293, -2.217, 2.359)
H (1.203, -3.296, 4.003)
H (-2.719, -1.525, 1.594)
H (-2.866, -2.398, 0.053)
I (2.718, 0.731, -3.598)
I (3.368, -1.827, -3.820)

Its expectation value of S² is 0.759. Its multiplicity is 2. As for the net charge: +1. As for the LUMO energy (alpha / beta): -3.78 / -3.78 eV. The HOMO-LUMO gap (alpha / beta) is 7.07 / 7.06 eV.

Record 7
C23H23F5O3PSSiW as an isolated structure in a non-equilibrium geometry. Source: OMol25; level of theory: the ωB97M-V functional and the def2-TZVPD basis.

CARTESIAN COORDINATES (ANGSTROEM)
W (-0.122, 0.118, 0.156)
O (-1.237, 3.649, 1.620)
S (-0.596, 2.592, 0.933)
O (0.272, 1.697, 1.742)
O (-1.520, 1.639, 0.214)
C (0.422, 3.268, -0.390)
C (0.046, 4.509, -0.869)
C (0.773, 5.111, -1.885)
C (1.924, 4.504, -2.364)
C (2.321, 3.278, -1.859)
C (1.547, 2.621, -0.901)
P (2.060, 0.982, -0.285)
C (2.636, -0.119, -1.622)
C (2.849, -1.417, -1.133)
C (3.236, -2.424, -1.996)
C (3.386, -2.163, -3.351)
C (3.141, -0.891, -3.840)
C (2.754, 0.132, -2.985)
C (3.542, 1.411, 0.681)
C (3.433, 1.955, 1.960)
C (4.577, 2.388, 2.610)
C (5.817, 2.279, 1.998)
C (5.922, 1.730, 0.730)
C (4.789, 1.292, 0.069)
H (-0.814, 4.987, -0.425)
H (0.448, 6.060, -2.281)
H (2.519, 4.987, -3.125)
H (3.239, 2.823, -2.199)
H (2.711, -1.613, -0.068)
H (3.423, -3.416, -1.619)
H (3.680, -2.959, -4.020)
H (3.241, -0.693, -4.897)
H (2.526, 1.106, -3.390)
H (2.465, 2.034, 2.435)
H (4.507, 2.820, 3.596)
H (6.705, 2.621, 2.508)
H (6.885, 1.649, 0.249)
H (4.864, 0.851, -0.915)
F (-0.415, 0.353, -2.513)
C (-0.514, -0.777, -1.696)
F (0.201, -1.743, -2.350)
C (-1.988, -1.196, -1.656)
F (-2.536, -0.583, -0.549)
F (-2.099, -2.500, -1.415)
F (-2.738, -0.877, -2.689)
C (0.337, -3.537, 0.674)
Si (-0.216, -1.898, 1.547)
C (0.930, -1.515, 3.059)
C (-2.030, -2.170, 2.115)
H (0.304, -4.349, 1.394)
H (1.341, -3.510, 0.262)
H (-0.338, -3.796, -0.138)
H (0.892, -2.330, 3.775)
H (0.609, -0.609, 3.573)
H (1.973, -1.376, 2.776)
H (-2.058, -2.729, 3.046)
H (-2.586, -2.744, 1.378)
H (-2.568, -1.236, 2.278)

Its expectation value of S² is 2.016. The value obtained for the energy above the lowest of the compared OMol25 structures with the same formula, charge and spin is 1.203 eV. Its multiplicity is 3. As for the net charge: +1. As for the LUMO energy (alpha / beta): -4.84 / -4.67 eV. The HOMO-LUMO gap (alpha / beta) is 7.47 / 7.83 eV.

Record 8
C23H23FN4O2S in the gas phase in a non-equilibrium geometry. Source: OMol25; level of theory: the ωB97M-V functional and the def2-TZVPD basis.

CARTESIAN COORDINATES (ANGSTROEM)
O (1.747, 1.366, -1.355)
C (0.730, 0.982, -0.813)
N (0.483, 1.050, 0.497)
H (-0.420, 0.730, 0.834)
C (1.409, 1.585, 1.468)
C (0.817, 2.810, 2.172)
H (0.302, 3.468, 1.474)
H (1.624, 3.373, 2.640)
C (-0.129, 2.232, 3.235)
H (-0.078, 2.812, 4.156)
H (-1.160, 2.260, 2.884)
C (0.319, 0.775, 3.459)
H (0.502, 0.562, 4.511)
H (-0.454, 0.089, 3.110)
C (1.590, 0.598, 2.622)
H (1.720, -0.424, 2.268)
H (2.472, 0.880, 3.198)
H (2.337, 1.805, 0.935)
C (-0.419, 0.335, -1.624)
N (-0.597, -1.075, -1.269)
C (-1.284, -1.402, -0.159)
O (-1.728, -0.568, 0.627)
C (-1.565, -2.833, 0.133)
C (-1.965, -3.253, 1.387)
S (-2.289, -4.918, 1.320)
N (-1.906, -4.962, -0.293)
N (-1.562, -3.849, -0.755)
H (-2.072, -2.665, 2.273)
C (0.248, -1.991, -2.016)
C (1.690, -1.791, -1.619)
C (2.633, -1.337, -2.530)
C (3.938, -1.102, -2.138)
C (4.283, -1.322, -0.818)
C (3.367, -1.780, 0.112)
C (2.069, -2.011, -0.300)
H (1.336, -2.361, 0.414)
H (3.675, -1.942, 1.133)
F (5.552, -1.093, -0.422)
H (4.676, -0.738, -2.833)
H (2.347, -1.155, -3.555)
H (-0.070, -3.016, -1.818)
H (0.117, -1.794, -3.083)
C (-1.718, 1.108, -1.546)
C (-1.738, 2.439, -1.151)
C (-2.928, 3.144, -1.122)
C (-4.112, 2.529, -1.492)
C (-4.096, 1.209, -1.908)
C (-2.906, 0.506, -1.943)
H (-2.903, -0.523, -2.276)
H (-5.013, 0.725, -2.210)
H (-5.041, 3.078, -1.462)
H (-2.929, 4.177, -0.809)
H (-0.817, 2.931, -0.876)
H (-0.084, 0.348, -2.668)

The value obtained for the energy above the lowest of the compared OMol25 structures with the same formula, charge and spin is 0.077 eV. Its multiplicity is 1. As for the LUMO energy: -0.16 eV. The HOMO-LUMO gap is 8.83 eV. As for the structure (SMILES): O=C(NC1CCCC1)[C@H](c1ccccc1)N(Cc1ccc(F)cc1)C(=O)c1csnn1.